Entry 1:
ORCA calculation (ωB97M-V with the def2-TZVPD basis set) on a cluster of 3 separate species, C19H19BrN3O9 in total in a non-equilibrium geometry.

Computed properties:
**Total charge**: +1
**Largest force on an atom**: 9.8 eV Å⁻¹
**Frontier orbital gap**: 7.25 eV
**Molar mass**: 513.3 g mol⁻¹

Geometry as XYZ:
```
51
Properties=species:S:1:pos:R:3:forces:R:3:mulliken_charge:R:1
C -3.847626 -2.196245 -1.517559 -1.4 1.4 0.0 -0.649
N -4.229365 -3.512656 -2.157545 2.0 -0.7 -0.8 -0.388
C -3.239642 -4.626544 -1.815169 -0.3 0.5 -0.4 -0.503
C -1.741305 -4.029631 -2.141965 1.5 0.1 -1.0 0.352
C -1.146886 -3.380619 -3.536854 0.5 -1.9 6.7 -0.448
N 0.254528 -3.009141 -3.092785 -2.9 -2.2 3.6 0.185
C 0.492902 -3.377850 -1.643859 -1.9 -0.8 -0.4 -0.241
C 1.796556 -3.167329 -0.662741 -0.8 -0.1 -0.7 -0.149
C 3.221849 -3.667644 -1.299743 4.9 -3.5 5.7 0.380
O 4.103624 -4.254136 -0.442713 -6.4 4.3 -6.1 -0.446
Br 3.775476 -3.547184 -3.221915 -1.0 0.1 2.0 -0.102
N -0.736205 -4.034676 -1.001317 1.6 3.2 -8.1 -0.125
H -3.212838 -2.283520 -0.538021 -1.0 0.1 -2.1 0.210
H -4.869709 -1.668734 -1.203351 2.3 -1.1 -0.6 0.307
H -3.371404 -1.526775 -2.354765 -0.5 -1.0 2.0 0.221
H -4.109365 -3.376826 -3.203398 -0.6 -0.2 1.7 0.293
H -3.416382 -4.895105 -0.683692 0.9 0.6 -2.1 0.301
H -3.496398 -5.614003 -2.426329 0.8 2.3 1.1 0.288
H -1.704562 -3.245508 -4.565914 1.7 -0.2 2.4 0.331
H 0.939393 -2.525280 -3.737863 -0.8 -0.8 1.5 0.274
H 1.615605 -3.831270 0.310535 0.5 1.5 -2.3 0.348
H 1.781029 -2.030245 -0.330968 0.5 -2.3 -0.8 0.299
H -0.877486 -4.391382 -0.026937 0.4 0.6 -1.4 0.352
C -0.336065 2.023485 -1.938623 0.0 0.0 0.0 -0.658
C -0.251677 0.828260 -1.351224 0.5 -0.4 -1.1 0.190
C -0.683106 0.627573 0.059886 -0.3 0.2 0.9 1.074
O -0.611369 -0.486471 0.566611 0.2 0.1 -0.6 -0.617
C -1.181651 1.796664 0.801020 0.0 -0.6 -0.2 -0.716
C -1.262704 2.992521 0.214506 -0.8 1.2 1.3 -0.057
C -0.857241 3.186891 -1.204632 0.1 1.0 -0.8 0.912
O -0.960508 4.294144 -1.721822 0.0 -1.0 0.7 -0.595
O -1.727751 4.096041 0.906003 0.8 -1.2 -1.6 -0.549
O 0.239611 -0.269305 -2.033943 -0.5 0.5 1.3 -0.530
H -0.028122 2.183017 -2.964314 0.0 0.0 0.0 0.467
H -1.475080 1.640655 1.831214 0.0 0.0 0.0 0.477
H -1.692029 4.839467 0.265267 0.0 -0.2 0.3 0.351
H 0.198195 -1.013892 -1.395074 -0.2 0.5 -0.2 0.139
C 3.663964 3.551065 4.046227 0.1 -0.2 -0.4 -0.933
C 2.715921 4.049219 4.842330 0.9 0.4 1.8 0.321
C 1.310207 4.196006 4.373227 -1.0 0.3 0.2 0.666
O 0.456985 4.639333 5.133809 0.9 -0.4 -0.5 -0.594
C 1.000206 3.800166 2.990545 -0.1 0.0 0.2 -0.476
C 1.949128 3.305274 2.193504 -0.9 -0.2 -1.2 0.208
C 3.348336 3.132913 2.671669 1.1 -0.2 0.1 0.834
O 4.194610 2.658118 1.921637 -0.9 0.2 0.2 -0.629
O 1.665297 2.933810 0.892100 1.1 0.1 1.2 -0.366
O 3.005606 4.446845 6.134652 -1.2 -0.4 -1.7 -0.552
H 4.689229 3.436795 4.375002 -0.1 0.0 0.0 0.423
H -0.021437 3.928739 2.656704 0.0 0.1 0.0 0.430
H 2.514403 2.605871 0.523352 -0.2 0.2 0.2 0.333
H 2.155255 4.769098 6.505237 0.3 -0.1 -0.1 0.356
```
Forces are in eV/Å.

---

Entry 2:
ORCA calculation (ωB97M-V with the def2-TZVPD basis set) on a structure of composition C9H19F6NO18S7Sr2Zr in a non-equilibrium geometry.

Computed properties:
**Total charge**: +1
**Largest force on an atom**: 6.9 eV Å⁻¹
**Frontier orbital gap (spin up / spin down)**: 2.60 / 8.42 eV
**Molar mass**: 1034.2 g mol⁻¹
**Multiplicity**: 2

Geometry as XYZ:
```
63
Properties=species:S:1:pos:R:3:forces:R:3:mulliken_charge:R:1
Sr -3.779029 2.420084 -0.678292 -0.4 0.2 0.8 0.682
Sr -2.928539 -0.333086 2.923628 0.2 0.4 -0.4 1.789
Zr 1.846801 0.184774 0.409168 -3.3 -0.2 0.0 2.106
S 0.026221 -1.419366 2.857918 -0.1 -0.9 4.9 1.265
O 0.694891 -2.274676 3.783058 1.0 -0.6 -0.1 -0.651
O -0.579509 -0.299196 3.532798 0.1 3.7 1.6 -0.968
O 0.941041 -1.019176 1.799248 3.7 1.4 -2.1 -0.518
O -1.103429 -1.978466 2.240328 -4.1 -3.6 -3.6 -0.746
S -0.932959 1.073774 0.203688 -1.0 -0.4 -0.8 1.830
O 0.190171 1.253564 1.131258 -0.3 4.1 5.6 -0.850
O -2.189769 0.427844 0.671428 2.1 0.4 -0.3 -0.679
O -1.320939 2.217094 -0.600782 0.4 0.3 0.6 -0.718
O -0.014219 0.181214 -0.527152 0.1 -4.1 -5.4 -0.338
O -4.040189 3.596634 3.591838 0.5 0.5 0.5 -0.468
C -3.899099 3.176044 2.333358 -1.0 -0.7 -0.3 0.716
O -3.874759 3.961624 1.418638 0.4 3.1 -1.7 -0.729
O -3.932399 1.958464 2.049738 0.5 -3.2 1.4 -0.645
H -3.830149 2.883684 4.199448 -0.2 -0.1 0.1 0.290
C 5.326601 1.477834 -1.804652 -1.2 0.1 -0.3 0.660
F 4.747351 1.911444 -0.627762 1.5 0.0 -1.3 -0.264
F 5.206941 2.418364 -2.789832 1.0 -1.4 2.3 -0.173
F 6.590391 1.050824 -1.585112 -2.1 1.0 -0.5 -0.168
S 4.185471 0.012184 -2.344592 3.4 -4.0 -0.3 0.848
O 4.406091 -0.081526 -3.778932 -1.1 0.3 1.8 -0.503
O 4.710451 -1.216896 -1.695572 -1.8 2.7 0.5 -0.646
N 2.563011 0.416994 -1.596562 3.1 -0.1 -3.4 -0.070
S 1.883371 1.193604 -2.853102 -4.0 2.7 -1.9 0.689
O 0.917101 2.212824 -2.436752 0.7 -2.0 0.4 -0.723
O 2.812721 1.723054 -3.803772 -0.1 -0.3 0.3 -0.497
C 0.830321 -0.231846 -3.833162 -1.1 4.7 1.1 0.732
F -0.353159 -0.369256 -3.258442 -0.6 0.1 0.3 -0.182
F 0.625671 0.198914 -5.067612 0.5 -0.2 0.0 -0.219
F 1.445941 -1.310406 -3.745962 2.2 -3.5 -0.4 -0.215
C 2.025301 4.372654 2.186418 -1.1 -1.9 0.1 -0.942
S 2.599831 3.767034 0.543468 0.3 3.4 -0.6 0.315
O 2.296291 2.324904 0.304358 -0.3 -2.4 0.9 -0.303
C 1.469111 4.732444 -0.630112 0.4 -1.6 0.2 -0.560
H 2.497341 5.271314 2.583508 -0.1 0.2 -0.8 0.384
H 2.218031 3.593534 2.923938 0.7 -0.3 -0.1 0.363
H 0.936481 4.321994 2.185858 -0.1 0.9 -0.1 0.311
H 0.500791 5.019974 -0.220492 0.6 0.9 0.6 0.348
H 1.113361 4.028734 -1.382662 0.6 -0.5 0.0 0.059
H 2.163731 5.394904 -1.146592 -0.5 0.6 0.4 0.428
C 0.036611 -3.786606 -0.966262 -0.3 1.2 -0.4 -0.837
S 1.841341 -3.335706 -0.641562 -1.3 -1.2 0.4 0.258
O 1.963411 -1.841836 -0.338832 0.1 -0.2 0.1 -0.385
C 1.937301 -4.292406 0.971678 -0.2 1.6 -1.0 -0.762
H -0.087599 -4.815316 -1.304542 0.7 -0.1 0.2 0.539
H -0.373839 -3.175426 -1.770062 0.7 0.2 -0.4 0.305
H -0.698959 -3.553696 -0.196332 0.7 -0.2 0.9 0.099
H 1.437841 -5.239266 0.766508 0.4 0.0 0.1 0.430
H 1.367211 -3.682686 1.672638 0.0 -0.2 0.2 0.084
H 2.996361 -4.308736 1.229018 -0.2 -0.4 0.1 0.370
C -5.764059 -3.589826 0.491878 0.1 1.3 0.0 -0.981
S -4.920869 -1.890216 0.147248 0.5 -2.0 1.9 0.345
O -4.636789 -1.151276 1.496968 -0.9 -1.5 -1.8 -0.690
C -3.396929 -2.844786 -0.117722 1.1 0.8 -0.4 -0.665
H -5.420919 -4.284486 -0.274802 -0.1 0.3 -0.2 0.391
H -6.847739 -3.474696 0.469908 0.2 -0.1 0.3 0.347
H -5.327779 -3.927966 1.431778 -0.4 0.2 0.1 0.335
H -2.654859 -2.059966 0.028878 0.4 -0.2 -0.5 -0.296
H -3.347869 -3.324686 -1.095162 -0.2 0.7 -0.4 0.568
H -3.094579 -3.664856 0.533568 -0.9 0.2 0.8 0.506
```
Forces are in eV/Å.

---

no.,energy (Ha)
1,-4150.325831
2,-5258.285963